Entry 1:
Here is a molecular structure, Cl3F2NP2S in a non-equilibrium geometry from OMol25. Energies are from ωB97M-V/def2-TZVPD.

Relative energy (zero: lowest compared OMol25 entry of this formula, charge and spin) in kcal/mol: 68.00
HOMO energy in eV: -9.79
Gap between HOMO and LUMO in hartree: 0.310
Molar mass in g mol⁻¹: 252.38
Lowest unoccupied orbital energy in Ha: -0.050

Cartesian coordinates (Å):
Cl -2.771 1.546 0.353
Cl -2.728 -1.387 -0.300
Cl 2.025 1.672 -0.425
S -0.258 -0.357 1.500
P -1.348 0.193 -0.392
P 1.348 -0.147 0.206
F 2.521 -0.476 1.183
F 1.447 -1.434 -0.661
N -0.236 0.388 -1.464



Entry 2:
Here is C3H5NO2 in the gas phase in a non-equilibrium geometry from OMol25. Energies are from ωB97M-V/def2-TZVPD.

SMILES: O=CCNC=O
Relative energy (zero: lowest compared OMol25 entry of this formula, charge and spin) in kcal/mol: 44.99
HOMO energy in eV: -9.73
Gap between HOMO and LUMO in hartree: 0.389
Molar mass in g mol⁻¹: 87.08
Lowest unoccupied orbital energy in Ha: 0.032

Cartesian coordinates (Å):
O -0.973 -1.338 1.560
O 1.051 2.303 0.008
N -0.488 0.553 -0.270
C -0.002 1.863 -0.389
C -0.008 -1.518 0.855
C 0.340 -0.598 -0.276
H 0.214 -1.166 -1.221
H 0.659 -2.389 0.981
H -0.755 2.116 -1.139
H 1.387 -0.287 -0.232
H -1.410 0.467 0.144



Entry 3:
Here is a gas-phase ion, C2H2Cl3O2S (charge -1) in a non-equilibrium geometry from OMol25. Energies are from ωB97M-V/def2-TZVPD.

Relative energy (zero: lowest compared OMol25 entry of this formula, charge and spin) in kcal/mol: 5.24
HOMO energy in eV: -4.27
Gap between HOMO and LUMO in hartree: 0.277
Charge: -1
Molar mass in g mol⁻¹: 196.46
Lowest unoccupied orbital energy in Ha: 0.120

Cartesian coordinates (Å):
Cl -0.125 -1.858 -1.174
Cl 1.972 -1.047 0.668
Cl -1.468 -1.492 1.806
S 0.911 0.998 -1.354
O 1.196 2.010 -0.362
O -0.395 1.141 -2.079
C -0.689 -0.164 0.812
C 0.400 -0.504 -0.083
H -0.204 0.544 1.416
H -1.598 0.372 0.351



Entry 4:
Here is a molecular structure, C23H52P4RuS in a non-equilibrium geometry from OMol25. Energies are from ωB97M-V/def2-TZVPD.

Relative energy (zero: lowest compared OMol25 entry of this formula, charge and spin) in kcal/mol: 0.00
2S+1: 6
HOMO energy (spin up / spin down) in eV: -15.59 / -18.02
Gap between HOMO and LUMO (spin up / spin down) in hartree: 0.273 / 0.219
Charge: +3
Molar mass in g mol⁻¹: 585.70
Lowest unoccupied orbital energy (spin up / spin down) in Ha: -0.300 / -0.443

Cartesian coordinates (Å):
Ru 0.738 0.110 -0.126
S -2.177 -1.746 -0.692
P 0.557 2.225 0.787
P 0.272 0.624 -2.324
P 0.396 -1.114 1.842
P 2.895 -0.646 -0.458
C -4.692 -4.714 0.374
C -1.072 4.586 0.421
C 0.065 3.563 3.305
C 3.972 0.172 -1.699
C 0.594 -2.907 1.553
C -2.032 -4.482 -0.431
C -4.127 -3.456 0.195
C 2.326 4.319 -0.139
C -3.853 -1.153 -1.659
C 2.146 3.184 0.868
C -3.930 -5.872 0.189
C 4.003 -0.634 0.995
C -0.683 3.223 -0.151
C -0.103 2.273 2.506
C -4.204 0.007 -0.891
C 0.548 -0.804 -3.430
C 1.453 -0.743 3.305
C -2.812 -3.318 -0.271
C -1.413 1.183 -2.765
C 2.976 -2.385 -1.002
C 1.252 1.952 -3.152
C -2.592 -5.740 -0.195
C -1.289 -0.928 2.529
H -0.215 5.166 0.787
H -4.386 -6.866 0.320
H 2.645 -3.052 -0.199
H -1.989 -6.635 -0.332
H 1.120 2.914 -2.642
H -2.009 -0.784 1.712
H -4.716 -2.560 0.369
H 4.013 -2.635 -1.262
H 1.620 -1.010 -3.546
H 1.922 1.132 -0.358
H 2.039 -1.633 3.576
H -1.564 -1.835 3.085
H 2.801 3.967 -1.065
H -1.595 0.929 -3.820
H -2.188 0.712 -2.151
H 5.036 -0.772 0.651
H 3.943 0.319 1.531
H 0.898 2.061 -4.188
H -0.194 -3.461 2.082
H 3.636 -0.022 -2.723
H 0.500 -3.122 0.480
H -4.084 0.034 0.186
H 2.251 3.549 1.897
H 1.574 -3.253 1.911
H -3.509 -0.931 -2.680
H -4.790 0.787 -1.372
H 2.141 0.084 3.092
H -1.797 4.483 1.238
H 4.012 1.256 -1.537
H -0.493 4.399 2.874
H 2.991 5.076 0.297
H -1.172 2.022 2.428
H 1.114 3.862 3.403
H 2.343 -2.543 -1.882
H 0.051 -1.690 -3.015
H 2.961 2.457 0.731
H -4.561 -1.984 -1.678
H 1.388 4.814 -0.410
H 4.989 -0.224 -1.587
H -1.500 2.270 -2.650
H -1.555 5.182 -0.366
H -0.321 3.398 4.319
H 2.320 1.711 -3.170
H -0.298 3.336 -1.176
H 0.372 1.443 3.049
H -5.748 -4.786 0.643
H -1.582 2.589 -0.220
H 0.822 -0.471 4.162
H 3.754 -1.448 1.685
H 0.118 -0.585 -4.418
H -0.994 -4.365 -0.752
H -1.329 -0.066 3.207



Entry 5:
Here is a molecular structure, CH13NO6 in a non-equilibrium geometry from OMol25. Energies are from ωB97M-V/def2-TZVPD.

Relative energy (zero: lowest compared OMol25 entry of this formula, charge and spin) in kcal/mol: 231.24
HOMO energy in eV: -10.03
Gap between HOMO and LUMO in hartree: 0.143
Molar mass in g mol⁻¹: 135.12
Lowest unoccupied orbital energy in Ha: -0.225

Cartesian coordinates (Å):
O -1.420 -0.366 -2.086
O -0.540 1.200 1.424
O 0.311 -1.627 -0.845
O 2.682 0.054 -0.589
O 1.591 -0.275 1.494
O 0.535 1.510 -1.384
N -2.072 -0.305 0.549
C -1.651 0.389 1.738
H -0.180 0.933 -1.707
H -2.455 1.101 1.930
H 1.141 -1.117 -0.800
H 2.188 -0.109 0.561
H -1.461 -0.894 -0.026
H -2.540 0.264 -0.157
H 2.037 -0.884 2.098
H 0.194 0.557 1.320
H 1.375 1.030 -1.127
H -0.234 -1.067 -1.469
H -1.517 -0.597 -3.026
H -1.513 -0.309 2.562
H 3.528 0.512 -0.456



Entry 6:
Here is 11 unconnected molecules or ions with the total composition C28H64BBrClIN23O13P in a non-equilibrium geometry from OMol25. Energies are from ωB97M-V/def2-TZVPD.

SMILES: C=Cc1c(C[C@H](C)I)c(P(O)Br)c2nc(CCCCl)c(CB(O)O)nc2c1CN.NC(N)=O.NC(N)=O.NC(N)=O.NC(N)=O.NC(N)=O.NC(N)=O.NC(N)=O.NC(N)=O.NC(N)=O.NC(N)=O
HOMO energy in eV: -7.86
Gap between HOMO and LUMO in hartree: 0.258
Molar mass in g mol⁻¹: 1215.01
Lowest unoccupied orbital energy in Ha: -0.031

Cartesian coordinates (Å):
I -2.595 -3.433 4.716
Br 1.668 0.180 1.564
Cl -0.785 6.926 -2.646
P -0.475 -0.480 2.117
O 7.852 -0.457 -2.814
O -0.253 -1.502 3.449
O 1.971 -8.454 0.757
O -2.182 -7.625 1.979
O -2.033 -0.712 8.412
O -3.374 3.659 -5.498
O 7.703 5.908 0.477
O 5.928 3.177 -1.422
O 1.950 -1.025 -2.419
O -1.771 11.134 -6.834
O -3.789 1.782 4.537
O -4.078 1.814 -4.013
O -0.845 4.210 1.138
N 6.202 6.081 -1.208
N 4.424 1.626 -2.101
N 7.842 1.247 -1.325
N -2.257 1.310 6.137
N 4.411 2.372 0.051
N -0.649 -8.098 3.574
N 6.354 7.724 0.370
N -0.794 0.935 -0.623
N -1.892 2.528 2.234
N -1.845 -0.321 -3.354
N -4.375 0.492 6.309
N 0.094 -9.117 -0.316
N -2.343 9.812 -5.090
N 1.341 -1.765 -4.468
N -2.325 4.696 2.782
N -0.228 10.654 -5.249
N 9.748 0.043 -1.679
N 1.993 -8.664 -1.497
N -2.623 -2.000 10.177
N -4.125 -3.534 -3.296
N -0.501 -1.183 10.010
N 3.547 -1.673 -3.887
N -2.768 -8.922 3.743
C 8.441 0.234 -1.992
C -0.387 3.215 -1.782
C -2.006 -3.444 -0.845
C -1.705 -1.010 -2.096
C -2.672 -3.192 -3.479
C -3.957 -3.199 1.864
C 4.983 2.441 -1.173
C -1.482 1.991 -4.451
C -0.881 1.675 -1.836
C 2.259 -1.459 -3.518
C -2.132 -2.548 -2.109
C -1.886 -8.179 3.029
C -1.706 -5.991 -1.697
C -1.635 3.833 1.994
C -1.452 -2.850 0.527
C -1.468 10.571 -5.794
C 1.391 -8.727 -0.283
C -1.738 -1.263 9.464
C 6.812 6.528 -0.084
C -1.306 5.237 -3.202
C -1.079 -1.340 0.563
C -1.408 1.022 -3.149
C -2.494 -4.981 -1.057
C -1.322 -3.833 1.774
C -2.730 -3.982 2.606
C -1.202 -0.440 -0.746
C -1.611 4.266 -1.952
C -3.493 1.231 5.592
B -2.997 2.529 -4.695
H 6.782 8.092 1.204
H -3.700 -9.008 3.372
H -2.977 4.404 3.489
H -3.534 -5.237 -0.630
H 4.794 2.961 0.773
H -2.398 -2.458 11.041
H 5.624 8.247 -0.078
H -2.540 2.208 2.937
H -1.217 1.305 -5.348
H -0.418 -3.670 2.447
H -2.110 9.342 -4.233
H 0.039 3.391 -0.721
H -3.779 -2.074 1.803
H -1.999 0.864 7.001
H -0.399 -9.346 -1.160
H -2.539 -9.381 4.605
H 10.246 0.600 -1.008
H 0.371 -1.620 -4.233
H 6.871 1.420 -1.530
H 4.261 -1.458 -3.209
H -0.196 -1.016 4.301
H -0.443 4.847 -3.858
H 0.490 3.419 -2.501
H -4.043 2.114 -3.077
H -0.243 -1.628 10.871
H -2.032 -4.140 -3.661
H -4.698 -2.699 -3.510
H -3.053 -5.095 2.585
H -4.290 3.908 -5.206
H -1.668 4.946 -1.018
H 10.230 -0.701 -2.154
H 5.470 6.579 -1.679
H -2.594 3.678 -2.047
H -5.308 0.405 5.940
H -4.340 -4.314 -3.933
H 0.037 10.197 -4.396
H -0.570 -5.876 -1.651
H -0.391 -9.176 0.566
H 1.532 -8.884 -2.360
H 6.512 5.195 -1.578
H 4.820 1.646 -3.027
H -3.275 9.724 -5.460
H 8.310 1.823 -0.649
H -4.196 -3.664 0.832
H 3.647 1.014 -1.912
H 0.452 11.208 -5.742
H -2.255 5.310 -3.843
H 3.638 1.771 0.265
H 1.576 -2.122 -5.376
H -1.402 1.844 1.672
H -2.262 -6.863 -2.179
H -0.388 -8.545 4.434
H -1.569 1.850 5.638
H -1.157 -4.891 1.320
H -2.551 -2.521 -4.395
H -4.885 -3.436 2.518
H -4.145 0.035 7.174
H 3.818 -2.029 -4.785
H -3.555 -2.084 9.805
H 2.958 -8.378 -1.515
H 0.038 -7.555 3.074
H -0.682 2.807 -4.428
H 0.187 -0.644 9.510
H -2.164 5.679 2.637



- molar mass of number 1 (Cl3F2NP2S)?
  252.38 g mol⁻¹



- Number 6 is which compound?
  C28H64BBrClIN23O13P